Record 1
{
  "formula": "CH6NO",
  "method": "ωB97M-V/def2-TZVPD",
  "species": ["C", "N", "H", "H", "H", "H", "H", "H", "O"],
  "positions_angstrom": [[2.081, 0.305, -0.268], [0.822, 0.161, -0.441], [2.760, 0.441, -1.036], [2.533, 0.524, 0.701], [0.083, -0.002, 0.275], [0.359, 0.172, -1.326], [-3.014, 0.078, 1.198], [-3.112, -1.131, 0.225], [-2.512, -0.548, 0.671]],
  "forces_ev_per_angstrom": [[-1.1, 1.0, 1.9], [-0.8, -0.4, 1.0], [0.9, 0.0, -2.1], [-0.5, -0.8, 0.3], [1.7, 0.5, 0.1], [0.5, -0.2, -1.3], [-1.2, 1.5, 1.4], [-1.9, -2.0, -1.4], [2.5, 0.4, 0.2]],
  "total_energy_ev": -4647.7507,
  "relative_energy_ev": 1.802,
  "homo_lumo_gap_ha": [0.5175, 0.2255],
  "e_lumo_ev": [-9.32, -17.26],
  "e_homo_ev": [-23.40, -23.40],
  "s_squared": 0.753,
  "spin_multiplicity": 2,
  "total_charge": 2
}

Record 2
{
  "formula": "CH6NO2",
  "method": "ωB97M-V/def2-TZVPD",
  "species": ["C", "N", "O", "O", "H", "H", "H", "H", "H", "H"],
  "positions_angstrom": [[0.757, 0.135, 0.172], [-0.936, 0.043, -0.187], [0.797, 0.235, 1.532], [1.328, -0.904, -0.403], [1.060, 1.093, -0.260], [-1.329, -0.106, 0.810], [-1.180, -0.588, -0.974], [-1.215, 1.034, -0.460], [0.817, -0.615, 2.046], [2.221, -1.032, -0.023]],
  "forces_ev_per_angstrom": [[7.1, 0.5, 2.1], [-9.2, 1.7, -0.2], [-0.5, -0.5, 0.9], [0.7, -0.4, -0.3], [0.4, 0.6, -0.3], [0.4, -0.3, -2.5], [0.0, 0.0, 0.9], [0.4, -1.6, 0.4], [0.3, 0.7, -0.8], [0.3, -0.7, -0.1]],
  "total_energy_ev": -6704.1769,
  "relative_energy_ev": 2.030,
  "homo_lumo_gap_ha": [0.2065, 0.2684],
  "e_lumo_ev": [-3.73, -9.99],
  "e_homo_ev": [-9.35, -17.30],
  "s_squared": 2.006,
  "spin_multiplicity": 3,
  "total_charge": 1
}

Record 3
{
  "formula": "CH6NO4",
  "method": "ωB97M-V/def2-TZVPD",
  "species": ["N", "C", "O", "O", "H", "H", "H", "H", "O", "H", "H", "O"],
  "positions_angstrom": [[-0.201, 2.804, -0.367], [0.469, 1.787, 0.569], [1.094, 0.866, 0.014], [0.102, 1.988, 1.729], [0.254, 3.222, -1.164], [-0.834, 3.375, 0.309], [-0.194, -2.954, 0.070], [0.158, -4.466, -0.116], [-0.555, -3.869, -0.022], [-0.840, -0.921, -0.839], [0.631, -0.474, 0.132], [-0.084, -1.359, -0.315]],
  "forces_ev_per_angstrom": [[-1.0, -0.5, 2.8], [-2.7, 2.3, -0.8], [1.1, -0.7, -0.1], [0.7, -0.7, 0.1], [0.0, 0.0, 0.3], [2.0, -0.8, -2.2], [-0.2, 0.2, -0.4], [1.1, -0.7, -0.1], [-1.2, 0.2, 0.4], [2.1, -0.8, 1.5], [-2.4, -1.4, -1.9], [0.4, 2.8, 0.3]],
  "total_energy_ev": -10815.9697,
  "relative_energy_ev": 1.493,
  "homo_lumo_gap_ha": 0.3329,
  "e_lumo_ev": 4.06,
  "e_homo_ev": -5.00,
  "total_charge": -1
}

Record 4
{
  "formula": "CH6NOP",
  "method": "ωB97M-V/def2-TZVPD",
  "species": ["C", "N", "O", "P", "H", "H", "H", "H", "H", "H"],
  "positions_angstrom": [[1.008, -0.072, -0.883], [-1.656, -0.461, 0.489], [1.597, -0.177, 0.400], [-1.083, 0.807, -0.538], [1.013, -1.153, -1.284], [1.668, 0.668, -1.396], [-1.540, -0.365, 1.498], [-2.377, -1.148, 0.228], [1.653, 0.579, 0.955], [-0.283, 1.323, 0.530]],
  "forces_ev_per_angstrom": [[-0.7, 0.8, 0.7], [-0.6, 0.0, 0.2], [-0.1, -2.4, -0.2], [2.8, -2.2, 0.5], [-0.2, 2.0, 0.3], [-1.0, -0.7, -0.6], [0.0, -0.2, -0.7], [0.7, 0.9, 0.1], [-0.2, 1.3, 0.0], [-0.7, 0.5, -0.3]],
  "total_energy_ev": -13958.6526,
  "relative_energy_ev": 2.852,
  "homo_lumo_gap_ha": 0.3235,
  "e_lumo_ev": 0.86,
  "e_homo_ev": -7.94
}

Record 5
{
  "formula": "CH6NOP",
  "method": "ωB97M-V/def2-TZVPD",
  "species": ["C", "N", "O", "P", "H", "H", "H", "H", "H", "H"],
  "positions_angstrom": [[1.203, -0.203, 0.487], [-1.747, 1.421, -0.045], [-0.157, -1.418, -1.133], [-0.505, -0.761, 0.392], [1.631, 0.274, 1.348], [1.556, 0.211, -0.432], [1.579, -1.213, 0.290], [-0.857, 1.976, -0.279], [-1.918, 1.752, 0.923], [-0.784, -2.040, -1.552]],
  "forces_ev_per_angstrom": [[0.2, -1.1, -0.6], [3.0, -1.3, 0.3], [-0.8, 0.3, 0.6], [-1.5, 1.9, -1.6], [-0.2, 0.0, 0.4], [-0.1, 1.1, -0.6], [0.7, -0.2, 0.9], [-1.5, -0.9, 0.2], [0.1, -0.5, -0.4], [0.1, 0.7, 0.7]],
  "total_energy_ev": -13958.5225,
  "relative_energy_ev": 2.982,
  "homo_lumo_gap_ha": [0.3142, 0.3145],
  "e_lumo_ev": [0.16, 0.16],
  "e_homo_ev": [-8.39, -8.40]
}

Record 6
{
  "formula": "CH6NOS",
  "method": "ωB97M-V/def2-TZVPD",
  "species": ["C", "N", "O", "S", "H", "H", "H", "H", "H", "H"],
  "positions_angstrom": [[-0.204, -0.479, -0.060], [-0.273, -1.154, 1.038], [-1.179, 0.304, -0.342], [1.127, -0.845, -1.205], [0.561, 0.040, -2.193], [0.574, 2.016, 0.589], [0.508, -1.649, 1.435], [-1.168, -1.245, 1.561], [-1.167, 0.561, -1.301], [1.220, 2.451, 0.480]],
  "forces_ev_per_angstrom": [[1.4, -1.2, -1.4], [-1.0, -0.3, 1.6], [-0.6, 0.5, -1.3], [-1.8, 1.8, -0.5], [1.1, -1.2, 1.3], [1.2, 0.9, -0.1], [0.2, -0.2, -0.2], [0.9, 0.5, -0.5], [-0.2, 0.0, 1.1], [-1.2, -0.8, 0.2]],
  "total_energy_ev": -15498.9747,
  "relative_energy_ev": 0.927,
  "homo_lumo_gap_ha": 0.4098,
  "e_lumo_ev": -4.53,
  "e_homo_ev": -15.68,
  "total_charge": 1
}

Record 7
{
  "formula": "CH6NPS",
  "method": "ωB97M-V/def2-TZVPD",
  "species": ["C", "N", "P", "S", "H", "H", "H", "H", "H", "H"],
  "positions_angstrom": [[-0.143, -0.487, 1.365], [1.220, -0.833, -0.634], [-1.705, -1.302, -1.290], [-0.289, -0.075, -0.254], [-0.932, -0.120, 2.043], [0.919, -0.582, 1.663], [1.043, -1.642, -1.408], [1.906, -0.193, -0.991], [-1.166, -2.258, -0.468], [-0.699, 1.910, -1.401]],
  "forces_ev_per_angstrom": [[-0.1, 0.7, 1.4], [-0.4, -2.4, -2.4], [-0.2, 1.4, 0.0], [0.4, -1.1, -1.2], [0.5, -0.4, -0.3], [-1.0, -0.1, 0.1], [0.3, 2.7, 2.3], [0.2, 0.5, -0.3], [0.1, -1.2, 0.5], [0.1, -0.1, 0.0]],
  "total_energy_ev": -22741.4744,
  "relative_energy_ev": 7.305,
  "homo_lumo_gap_ha": [0.2559, 0.2398],
  "e_lumo_ev": [-0.67, -1.09],
  "e_homo_ev": [-7.63, -7.62]
}

Record 8
{
  "formula": "CH6NS",
  "method": "ωB97M-V/def2-TZVPD",
  "species": ["C", "N", "S", "H", "H", "H", "H", "H", "H"],
  "positions_angstrom": [[0.133, 0.267, -0.602], [-0.278, -0.914, 0.234], [1.299, 1.181, 0.301], [0.485, -0.130, -1.613], [-0.839, 0.876, -0.838], [0.414, -1.655, 0.302], [-1.284, -1.271, 0.194], [-0.375, -0.345, 1.184], [0.444, 1.992, 0.837]],
  "forces_ev_per_angstrom": [[-4.4, -1.6, -4.3], [-2.2, 1.8, 2.3], [6.0, -0.2, 0.2], [0.1, 0.8, 1.5], [1.3, -0.9, 0.7], [0.2, -0.2, 0.0], [1.7, 0.4, -0.9], [0.2, -1.4, -0.4], [-2.9, 1.4, 0.9]],
  "total_energy_ev": -13446.1584,
  "relative_energy_ev": 2.266,
  "homo_lumo_gap_ha": [0.2091, 0.3263],
  "e_lumo_ev": [-3.69, -8.76],
  "e_homo_ev": [-9.38, -17.64],
  "s_squared": 2.004,
  "spin_multiplicity": 3,
  "total_charge": 1
}

Question: What is the formula in the fourth record?
Answer: CH6NOP

Question: Number 2 is which compound?
Answer: CH6NO2

Copy entry 5 word for word.
{
  "formula": "CH6NOP",
  "method": "ωB97M-V/def2-TZVPD",
  "species": ["C", "N", "O", "P", "H", "H", "H", "H", "H", "H"],
  "positions_angstrom": [[1.203, -0.203, 0.487], [-1.747, 1.421, -0.045], [-0.157, -1.418, -1.133], [-0.505, -0.761, 0.392], [1.631, 0.274, 1.348], [1.556, 0.211, -0.432], [1.579, -1.213, 0.290], [-0.857, 1.976, -0.279], [-1.918, 1.752, 0.923], [-0.784, -2.040, -1.552]],
  "forces_ev_per_angstrom": [[0.2, -1.1, -0.6], [3.0, -1.3, 0.3], [-0.8, 0.3, 0.6], [-1.5, 1.9, -1.6], [-0.2, 0.0, 0.4], [-0.1, 1.1, -0.6], [0.7, -0.2, 0.9], [-1.5, -0.9, 0.2], [0.1, -0.5, -0.4], [0.1, 0.7, 0.7]],
  "total_energy_ev": -13958.5225,
  "relative_energy_ev": 2.982,
  "homo_lumo_gap_ha": [0.3142, 0.3145],
  "e_lumo_ev": [0.16, 0.16],
  "e_homo_ev": [-8.39, -8.40]
}